A molecular structure, C38H74F16O14P4Pt at a distorted geometry, computed with wB97M-V/def2-TZVPD.

XYZ file:
```
147
Properties=species:S:1:pos:R:3:forces:R:3:mulliken_charge:R:1
H -2.963200 -2.850430 -0.036690 -0.3856 0.7416 -0.4235 0.386
C -9.426120 -0.997660 -1.410020 -1.7007 -1.5648 -0.6723 -0.680
O -1.223700 -0.527230 -15.162200 0.4045 -0.1666 1.5137 -0.303
H -7.712520 10.748150 -15.670080 -0.2146 -0.1334 -0.2071 0.244
F -8.161480 7.101310 -3.581280 0.5153 -1.2237 -1.0780 -0.306
O -2.668020 1.474910 -14.412430 1.4682 -0.2079 -1.0845 -0.739
H -9.249390 11.540380 -15.258550 0.4731 0.7494 0.5309 0.402
H -4.299360 9.843760 -16.668620 0.2078 0.2893 -0.7092 0.311
H -1.228150 1.092150 -19.024070 -0.2559 -0.5630 -0.6176 0.264
P -5.788510 2.015370 -6.834580 0.3313 -1.3038 -1.3069 0.816
H -5.600200 7.488700 -5.816180 0.0580 -0.4645 -0.2475 0.465
C -5.338360 -1.324870 0.669920 0.3595 0.3501 -1.1573 -0.631
C -4.303270 8.813490 -17.024450 -0.4871 0.2468 0.6060 -1.123
H -11.553860 -0.818640 -1.991540 0.2355 -0.8425 -0.2088 0.388
H -5.917780 -2.150120 0.255990 -0.3943 0.1074 0.2498 0.116
O -0.042610 1.555540 -14.457850 -1.5824 0.3180 -3.0617 -0.118
O -5.110540 9.877250 -13.159820 -0.5864 0.8898 0.4377 -0.243
C -0.088950 1.337860 -17.393750 2.0955 -0.8972 -1.1532 -0.084
F -8.315650 8.994140 -6.730680 -0.2957 1.8512 0.5784 -0.259
C -4.077530 -4.307720 0.841010 -1.9865 -2.2970 0.5670 -1.208
C -3.389960 -3.059400 0.944290 2.1658 2.7310 -0.9723 -0.713
P -6.200860 8.790240 -13.550340 -0.5063 -4.2164 -1.1683 0.817
C -0.356560 0.552250 -18.654010 -0.2625 1.2794 -0.2241 -1.181
C -2.605460 -4.104940 -6.561260 -0.9716 1.7333 -1.1180 -1.039
F -3.335280 -6.103950 -5.671450 0.2071 -0.8985 1.3037 -0.319
F -4.562470 7.597080 -2.817280 0.8468 -0.2604 0.2321 -0.330
O -7.713980 9.291170 -13.186100 2.8284 0.8007 -1.1766 -0.305
H -2.387050 10.398920 -11.054140 -0.2120 -0.5666 -0.1212 0.370
C -0.366650 -3.306350 -6.642990 -0.2131 -0.1129 2.7669 0.820
H -4.585070 -4.629000 -8.225080 -0.3136 0.7396 0.1566 0.277
Pt -6.510310 2.389250 -10.643580 0.0634 -0.0755 0.5012 0.043
H -2.443540 -3.087870 1.484280 -0.1723 -0.3553 0.6608 0.426
H -4.751330 8.661420 -18.006400 -0.6878 0.4268 0.2562 0.290
F -0.517960 -1.910650 -4.653220 0.7371 -0.7507 1.3972 -0.232
H -11.325620 -1.274590 -0.282360 0.1574 -0.1772 -0.1052 0.321
H -2.344540 -2.266160 -16.922040 -0.0018 -0.3566 0.3043 0.266
H -10.558860 0.431950 5.286950 0.1884 0.2189 -0.1509 0.330
C -3.999750 9.557520 -12.317920 1.3744 -1.7731 1.2254 -0.139
C -9.581580 0.233110 5.726840 0.3562 -0.6027 0.2641 -1.360
O -6.062770 8.732770 -15.213830 -0.5942 1.2244 1.2647 -0.235
H -4.296820 -4.647930 1.853080 -0.3531 -0.4346 -0.0042 0.287
C -3.199060 10.706180 -11.713180 -0.6226 0.7517 -1.0338 -1.227
H -8.891960 0.446490 0.996600 0.5486 0.5938 0.2284 0.406
H -3.968750 -1.920320 -16.226760 -0.0113 -0.2101 -0.3051 0.348
C -7.926880 0.229800 3.689020 -0.4385 -0.7374 1.2583 -0.229
H -5.019000 -4.154730 0.313440 -0.2942 -0.1484 0.0658 0.256
H -0.420310 2.429180 -12.617340 -0.6051 -0.6538 0.0774 0.268
H -2.622930 -3.485170 -7.457750 -0.4549 -0.1501 -0.3904 0.525
H -4.149550 7.898390 -15.144330 -0.3350 -0.4952 0.2443 0.232
H -9.206490 -1.326710 4.277080 -0.1535 -0.2965 0.2432 0.308
H -7.882540 7.227420 -6.578320 -0.0789 -1.1197 0.7633 0.246
C -4.964410 8.049970 -15.852240 0.5906 -0.2340 -0.6899 -0.094
C -8.623730 -0.569850 4.802110 -1.3615 0.5820 0.1125 -0.670
C -4.329230 7.751450 -4.176270 -0.0482 0.8901 2.7882 1.004
C -4.700990 -5.295820 -7.370660 0.2730 1.0040 -2.4454 0.117
H -4.072840 1.118810 2.667570 0.1070 0.0921 -0.2608 0.086
F -3.051290 7.166130 -5.909060 -0.0269 0.7756 -3.4389 -0.261
O -1.289870 1.418330 -16.728420 -1.3522 0.3230 4.1857 -0.307
C -8.445310 7.920510 -5.953010 1.6313 -1.7847 0.4362 0.263
H -7.836240 -1.971310 -0.397360 -0.0622 -0.0736 0.1662 0.167
H -6.102840 -0.787420 3.628460 0.0942 -0.6911 -0.1974 0.660
H -3.597430 5.776000 -4.590670 -1.2339 -0.2661 -0.6662 0.322
F -0.379160 -3.362880 -7.938740 -0.1934 1.0294 -2.0290 -0.279
F -8.430390 9.119890 -3.892300 -2.8333 2.3027 0.3779 -0.301
C -6.992280 -0.747420 2.999660 0.9914 2.0966 -1.4929 -1.182
C -10.895500 -0.736000 -1.126780 -0.7940 1.8917 -0.1875 -1.269
H 2.289210 1.891720 -12.200520 -0.8201 -0.0955 0.6812 0.377
C -2.386770 -1.341230 -14.906080 -0.8900 0.1743 -1.7174 -0.356
C -8.632590 -1.267040 -0.156700 0.7023 0.3245 -0.1197 -0.235
O -6.030030 7.392910 -13.023860 0.1645 2.6173 -0.2414 -0.744
O -6.604050 8.534780 -4.430430 2.3048 -2.3809 0.1419 -0.323
H 0.459860 0.754230 -19.347380 0.0263 -0.5762 -0.1493 0.409
H 0.316080 2.315810 -17.653890 -0.3378 0.3243 0.0641 0.346
H -5.083980 4.054720 2.957770 -0.4900 -0.5259 0.8111 0.459
H -7.926330 -1.101310 5.449630 0.3718 0.0948 -0.2536 0.388
C -3.238200 -5.461260 -6.847920 -2.5995 1.3296 2.4053 1.030
C -2.936810 -1.580780 -16.315760 -0.3689 -0.5122 0.1416 -0.912
H -1.457510 -1.350020 -6.194090 -0.2012 -0.2286 -0.7423 0.256
F -3.807040 8.995150 -4.289100 -0.7030 0.3008 -0.4785 -0.314
H -9.298000 -1.681020 0.600910 0.1822 -0.3948 -0.0494 0.273
H 0.116250 0.621940 -12.747410 -0.4921 0.2723 0.9413 0.312
H 2.170970 1.627810 -13.842340 -0.1776 -0.0611 -0.2862 0.309
C 1.619470 2.106610 -13.033210 1.5290 0.3501 -0.4396 -1.247
H -3.468360 -1.056460 1.636680 -0.0338 0.0212 0.4790 0.166
C -4.405190 3.220230 2.781780 1.8391 0.1715 -1.3231 -0.625
O -5.718330 0.754650 -7.846150 -0.2389 2.1057 2.5695 -0.502
H -5.348580 1.603850 3.695350 -0.6690 -0.2581 -0.2299 0.220
H -0.578430 -0.497660 -18.462810 0.1503 0.1193 -0.1563 0.244
C -4.189620 -1.867080 1.532890 0.2856 -0.0410 -0.1510 -0.343
F -9.714670 7.572040 -5.837890 -1.0890 -0.1039 -0.0216 -0.251
H -3.863650 11.331120 -11.116640 -0.0029 0.1235 -0.0402 0.313
H -2.598800 2.292430 3.801230 -0.4920 -0.6331 -0.8624 0.340
H -4.902450 -0.857250 -0.212930 0.2144 -0.0380 -0.3108 0.538
H 1.699350 3.176950 -13.223190 -0.1045 0.0665 0.0078 0.298
O -5.447850 1.924150 -5.317140 -1.3445 0.2082 -3.7215 -0.637
F -2.570880 -6.213720 -7.653360 1.3820 -0.9648 -1.7986 -0.295
H -2.923260 -0.665490 -16.907510 -0.2234 0.2433 0.3785 0.211
H -5.357320 7.130520 -16.286210 0.0728 -0.2912 0.7076 0.240
C -8.082090 0.048700 0.385080 1.0198 -0.1011 -0.1599 -1.039
H -2.742070 11.316840 -12.491860 -0.0606 0.1897 -0.0033 0.309
H -5.188980 1.686370 0.580620 0.3066 0.5931 -0.0632 0.598
O -1.311810 -4.197500 -6.148630 2.4538 -0.5055 0.9865 -0.378
H -3.115050 -3.520600 -5.795140 -0.9002 -0.4946 -0.0168 0.333
C -0.505980 -1.832160 -5.969970 -1.3809 -0.0704 -1.9946 0.253
P -6.462570 -0.031080 1.306390 -2.0787 -1.8337 2.3385 0.901
F 0.805480 -3.806540 -6.251220 0.5829 -0.0048 0.4172 -0.284
H -9.041880 -0.245980 -2.099530 0.3352 -0.0614 0.2223 0.388
C -8.578100 10.718910 -15.008240 0.3710 0.1091 -0.2578 -0.999
H -11.070790 0.329370 -0.977180 0.1513 0.2845 0.7842 0.301
C -4.916590 1.807200 2.715480 -0.2763 0.5431 -0.0025 -0.192
F 0.460480 -0.981290 -6.368970 0.4226 -0.5364 -0.0667 -0.260
C 0.178700 1.653400 -13.094260 1.6304 -0.3066 1.2449 -0.107
H -4.561860 -2.197880 2.502500 0.0432 0.2298 0.1851 0.229
H -3.996610 3.575760 1.835860 -0.1146 -0.6082 -0.6678 0.339
F -5.192350 -6.406360 -7.987680 0.1863 -0.5148 1.0763 -0.275
O -4.875360 2.951810 -7.742340 0.7824 -0.0188 0.7086 -0.331
H -2.452490 3.919750 3.439480 -0.3440 0.4802 0.2935 0.381
H -9.148080 1.134970 6.159070 0.1213 0.2853 -0.5258 0.343
C -3.269410 6.811500 -4.681430 -3.7009 -2.9617 -0.3863 0.099
H -5.970120 6.468670 -4.407440 -0.2843 0.2270 0.2374 0.407
C -5.782610 1.648190 1.493990 -0.5563 -1.6553 -0.6171 -0.949
O -7.165590 2.672660 -7.358900 0.4652 -0.9259 1.5139 -0.374
H -3.612530 -5.133420 0.302400 0.4739 0.2907 0.0945 0.400
H -3.285730 8.475790 -17.221120 0.1734 -0.0476 0.6357 0.350
H -3.166990 -0.806920 -14.363990 0.4160 0.2954 0.2270 0.334
P -1.419050 1.044010 -15.088300 -0.5261 0.7979 -1.1920 0.773
H -7.403510 1.019170 4.228530 0.2418 0.2805 -0.5904 0.208
C -8.118410 10.647240 -13.537970 -2.2459 -0.7703 -0.7179 -0.206
H 0.742010 0.838950 -16.895050 -0.2553 -0.0633 0.8464 0.269
H -9.061690 10.697730 -12.994120 0.3285 0.5922 0.5488 0.253
C -3.216870 3.182830 3.686010 1.0008 0.9186 1.9942 -1.338
H -7.453540 -1.710730 2.782010 0.1549 -0.0758 0.1730 0.586
H -9.765440 -0.351190 6.628450 -0.1972 -0.3135 -0.0954 0.387
H -7.406560 11.416030 -13.237430 0.0455 -0.2370 -0.0139 0.266
H -2.162580 -2.245310 -14.339970 0.5459 0.1087 -0.2419 0.321
H -8.649520 0.648260 2.988470 -0.1283 0.1568 0.3063 0.254
H -9.505460 -1.940520 -1.951140 0.6886 -0.0803 -0.3114 0.309
H -3.568010 3.293570 4.711950 0.2469 0.5547 0.2678 0.315
C -5.694590 7.472600 -4.730390 0.7473 0.9438 -2.5128 -1.116
H -9.260310 9.917700 -15.292420 0.5639 -0.6879 0.3352 0.283
F -2.137200 6.714350 -4.143740 4.7247 1.2255 3.5577 -0.286
H -6.607920 2.349660 1.371900 -0.0051 0.0485 0.2350 0.488
H -7.891470 0.720980 -0.451450 -0.0759 0.2072 -0.0089 0.715
F -5.622420 -4.802600 -6.508120 0.9190 -0.5253 0.0877 -0.252
C -7.871380 8.086830 -4.460100 -0.5406 1.9168 -0.3528 0.937
H -3.388660 8.839490 -12.864830 0.4064 0.4205 -0.3755 0.282
H -4.241020 8.931200 -11.459080 -1.0584 0.0334 -0.0375 0.348
```
Forces are in eV/Å.

spin multiplicity: 3
E_LUMO (spin up / spin down): -0.577 / -0.655 eV
F_max: 6.040 eV/Å
electronic energy: -153145.993 eV